C15H15N3 | wB97M-V/def2-TZVPD

Values from the calculation:
Relative energy (zero: lowest compared OMol25 entry of this formula, charge and spin), kcal/mol: 131.2
SMILES: c1ccncc1.c1ccncc1.c1ccncc1
Kohn-Sham gap, Ha: 0.364
Charge: 0
HOMO level, eV: -9.4

Each line ends with the Mulliken charge.
Geometry (Å):
C: -1.52 -1.38 2.08  -0.3001
C: -2.17 -2.46 2.47  -0.3534
C: -1.59 -3.65 1.95  -0.2247
N: -0.48 -3.78 1.19  -0.5825
C: 0.03 -2.59 0.83  -0.1621
C: -0.51 -1.28 1.18  -0.4836
H: -2.15 -0.49 2.37  0.2507
H: -3.00 -2.54 3.26  0.3177
H: -1.98 -4.62 2.12  0.4374
H: 0.96 -2.57 0.21  0.2549
H: -0.19 -0.38 0.84  0.8712
C: -1.39 1.68 -2.02  -0.5486
C: -1.43 2.92 -2.56  -0.3802
C: -2.38 3.88 -2.04  -0.1335
N: -3.15 3.60 -1.10  -0.5270
C: -2.93 2.46 -0.40  -0.1412
C: -2.11 1.38 -0.86  -0.2732
H: -0.65 0.90 -2.21  0.5010
H: -0.70 3.15 -3.29  0.3811
H: -2.52 4.94 -2.45  0.3090
H: -3.54 1.96 0.50  0.1821
H: -2.05 0.45 -0.38  0.6007
C: 3.92 -0.03 0.78  -0.3384
C: 4.10 -1.10 -0.07  -0.3709
C: 3.22 -1.28 -1.21  -0.6073
N: 2.28 -0.26 -1.45  -0.4255
C: 2.09 0.73 -0.63  -0.3457
C: 2.92 0.95 0.55  -0.6501
H: 4.54 0.01 1.62  0.4397
H: 4.84 -1.78 0.06  0.4839
H: 3.25 -2.07 -1.81  0.5544
H: 1.45 1.46 -0.53  0.6253
H: 2.84 1.80 1.01  0.6388

C15H15N5OS2 | wB97M-V/def2-TZVPD

Values from the calculation:
Relative energy (zero: lowest compared OMol25 entry of this formula, charge and spin), kcal/mol: 3.4
SMILES: Cn1c(SCC(=O)NCc2cccs2)nnc1-c1ccncc1
Kohn-Sham gap, Ha: 0.325
Charge: 0
HOMO level, eV: -8.7

Each line ends with the Mulliken charge.
Geometry (Å):
C: -3.22 1.96 0.37  -1.0789
N: -1.88 1.47 0.53  0.0990
C: -1.52 0.19 0.83  0.4310
S: -2.69 -1.05 1.17  -0.1950
C: -1.59 -2.42 1.64  -0.7378
C: -1.05 -3.18 0.43  0.6664
O: -1.50 -4.26 0.11  -0.6640
N: -0.06 -2.54 -0.21  0.0927
C: 0.63 -3.12 -1.35  -1.1576
C: 2.04 -3.45 -0.99  0.4330
C: 2.51 -4.59 -0.40  -0.4438
C: 3.90 -4.55 -0.15  -0.5043
C: 4.46 -3.38 -0.54  -0.4525
S: 3.31 -2.30 -1.22  -0.1170
N: -0.22 0.06 0.81  -0.2827
N: 0.31 1.25 0.50  -0.8823
C: -0.67 2.10 0.34  0.4244
C: -0.46 3.50 0.00  0.6683
C: 0.67 3.84 -0.76  -0.4691
C: 0.87 5.17 -1.07  -0.3701
N: 0.06 6.15 -0.68  -0.6129
C: -0.98 5.83 0.05  -0.3873
C: -1.29 4.53 0.43  -0.3833
H: -3.85 1.14 0.03  0.3772
H: -3.23 2.76 -0.37  0.4795
H: -3.61 2.33 1.32  0.3094
H: -2.21 -3.09 2.23  0.3889
H: -0.79 -2.00 2.24  0.3768
H: 0.25 -1.63 0.14  0.2375
H: 0.61 -2.41 -2.18  0.4184
H: 0.08 -4.03 -1.62  0.4202
H: 1.88 -5.43 -0.16  0.4497
H: 4.44 -5.35 0.31  0.3813
H: 5.49 -3.07 -0.47  0.4349
H: 1.34 3.07 -1.09  0.4472
H: 1.73 5.48 -1.66  0.3783
H: -1.61 6.65 0.36  0.3703
H: -2.15 4.34 1.06  0.4541

C15H15NO3S | wB97M-V/def2-TZVPD

Values from the calculation:
Relative energy (zero: lowest compared OMol25 entry of this formula, charge and spin), kcal/mol: 28.7
SMILES: C[C@@H](NC(=O)Cc1cccs1)c1ccc2c(c1)OCO2
Kohn-Sham gap, Ha: 0.324
Charge: 0
HOMO level, eV: -8.2

Each line ends with the Mulliken charge.
Geometry (Å):
C: 0.24 1.36 2.80  -1.5019
C: 0.51 0.52 1.56  -0.2694
N: -0.73 -0.03 1.04  -0.0943
C: -0.97 -1.36 0.97  0.5556
O: -0.20 -2.20 1.38  -0.6455
C: -2.34 -1.70 0.36  -0.6207
C: -2.36 -3.09 -0.17  0.2695
C: -2.55 -4.25 0.51  -0.5055
C: -2.44 -5.39 -0.31  -0.4429
C: -2.16 -5.09 -1.60  -0.4869
S: -2.02 -3.39 -1.84  -0.1556
C: 1.22 1.31 0.49  0.5457
C: 2.48 0.93 0.06  -0.6007
C: 3.17 1.63 -0.93  -1.0986
C: 2.55 2.73 -1.47  1.0323
C: 1.27 3.11 -1.05  0.3666
C: 0.59 2.43 -0.08  -0.6108
O: 0.88 4.22 -1.75  -0.4864
C: 1.95 4.53 -2.63  -0.2335
O: 2.98 3.59 -2.45  -0.4779
H: -0.41 2.20 2.57  0.2809
H: 1.18 1.75 3.19  0.3693
H: -0.24 0.76 3.57  0.4451
H: 1.12 -0.35 1.83  0.5152
H: -1.40 0.62 0.66  0.2844
H: -2.57 -0.98 -0.43  0.4054
H: -3.08 -1.60 1.16  0.2794
H: -2.76 -4.29 1.56  0.3940
H: -2.56 -6.40 0.05  0.3752
H: -2.02 -5.75 -2.43  0.4266
H: 2.95 0.06 0.50  0.3791
H: 4.16 1.33 -1.26  0.4153
H: -0.39 2.75 0.23  0.3988
H: 1.59 4.49 -3.67  0.2483
H: 2.32 5.54 -2.41  0.2440

C15H16AsBrCl2NO2PdS | wB97M-V/def2-TZVPD

Values from the calculation:
Kohn-Sham gap, Ha: 0.245
Charge: -1
HOMO level, eV: -4.0

Each line ends with the Mulliken charge.
Geometry (Å):
Pd: -0.77 -0.11 1.46  -0.4449
Cl: 1.08 -2.01 8.01  -0.2897
C: 0.63 -2.14 6.33  0.3240
C: 1.30 -3.05 5.52  -0.6449
C: 0.95 -3.14 4.19  0.4122
Cl: 1.82 -4.25 3.18  -0.2292
C: -0.06 -2.34 3.56  -0.1653
O: -0.32 -2.42 2.34  -0.6303
C: -0.71 -1.46 4.48  0.2733
C: -0.92 0.96 3.23  0.0946
O: -1.39 1.99 2.77  -0.6005
C: -0.38 -1.35 5.81  -0.5878
H: 2.10 -3.66 5.92  0.4011
H: 0.06 0.92 3.77  0.3162
H: -0.92 -0.66 6.44  0.4115
Br: -5.77 1.78 0.90  -0.2343
C: -4.07 1.10 0.35  0.4112
C: -3.69 -0.16 0.74  -0.5611
C: -2.47 -0.67 0.24  0.2767
N: -1.68 0.05 -0.59  -0.6914
C: -2.05 1.29 -0.88  -0.3645
C: -3.25 1.86 -0.48  -0.4617
H: -4.30 -0.75 1.40  0.4427
H: -2.26 -1.75 0.30  0.3943
H: -1.38 1.85 -1.53  0.3425
H: -3.54 2.85 -0.81  0.3990
C: 2.79 -0.43 2.90  -0.8793
As: 1.68 -0.16 1.29  0.8593
C: 2.90 1.11 0.39  -1.2061
C: 2.12 -1.78 0.28  -1.1038
S: -1.99 -0.39 3.84  -0.1189
H: 3.78 -0.81 2.63  0.4037
H: 2.31 -1.14 3.57  0.0057
H: 2.90 0.51 3.44  0.3776
H: 3.93 0.76 0.47  0.3601
H: 2.82 2.10 0.84  0.3438
H: 2.63 1.20 -0.67  0.3551
H: 3.18 -2.05 0.34  0.3794
H: 1.83 -1.64 -0.76  0.3378
H: 1.51 -2.58 0.70  0.2918

C15H16B2F4N5O7RuS | wB97M-V/def2-TZVPD

Values from the calculation:
Kohn-Sham gap (spin up / spin down), Ha: 0.208 / 0.133
Charge: +2
HOMO level (spin up / spin down), eV: -15.3 / -15.4
2S+1: 2

Each line ends with the Mulliken charge.
Geometry (Å):
Ru: -0.18 0.08 0.43  -1.2745
C: -1.96 -3.69 -0.42  -1.4690
C: -1.61 -2.25 -0.34  0.3208
N: -0.36 -1.81 -0.16  0.7351
O: 0.63 -2.60 -0.31  -0.4362
B: 1.93 -2.20 0.54  0.6234
F: 1.46 -1.87 1.81  -0.3207
F: 2.79 -3.21 0.43  -0.2897
O: 2.53 -0.97 -0.11  -0.4325
N: 1.78 0.13 0.00  0.7096
C: 2.30 1.28 -0.21  0.5591
C: 3.75 1.50 -0.41  -1.6399
C: 1.28 2.38 -0.30  0.3931
N: 0.07 1.96 -0.16  0.5749
O: -0.94 2.75 -0.49  -0.4124
B: -2.23 2.40 0.26  0.7629
F: -1.89 2.13 1.58  -0.3374
F: -3.14 3.35 0.03  -0.2712
O: -2.78 1.06 -0.38  -0.4189
N: -2.05 0.02 -0.21  0.9575
C: -2.58 -1.19 -0.42  0.6580
C: -4.01 -1.42 -0.71  -1.5601
C: 1.57 3.79 -0.60  -1.4437
H: -1.07 -4.31 -0.39  0.4155
H: -2.52 -3.89 -1.34  0.4003
H: -2.61 -3.94 0.42  0.3286
H: 4.28 0.56 -0.40  0.4085
H: 4.14 2.15 0.39  0.4036
H: 3.92 2.02 -1.35  0.4204
H: -4.51 -0.48 -0.94  0.4332
H: -4.48 -1.86 0.18  0.3031
H: -4.13 -2.12 -1.53  0.4388
H: 2.64 3.98 -0.69  0.4327
H: 1.14 4.42 0.19  0.3625
H: 1.06 4.08 -1.52  0.3744
O: -3.57 -0.16 2.42  -0.5319
S: -2.53 -0.98 2.95  0.9250
O: -2.62 -2.40 2.83  -0.5898
N: -1.07 -0.52 2.26  0.2590
C: -0.26 0.20 3.13  1.2946
O: 0.67 0.83 2.65  -0.5664
C: -0.73 0.09 4.51  0.0344
C: -0.08 0.44 5.67  -0.4208
C: -0.76 0.23 6.90  -0.4911
C: -2.05 -0.34 6.93  -0.5321
C: -2.70 -0.71 5.77  -0.7500
C: -2.01 -0.50 4.57  0.5923
H: 0.91 0.86 5.64  0.5832
H: -0.28 0.52 7.82  0.4642
H: -2.54 -0.50 7.88  0.4798
H: -3.69 -1.14 5.80  0.5398

C15H16BN4O4P | wB97M-V/def2-TZVPD

Values from the calculation:
SMILES: [H]/N=C\Cc1cc([PH2]=O)c(B(N)O)c2c1C(=O)NC2=O.c1ccncc1
Kohn-Sham gap, Ha: 0.303
Charge: 0
HOMO level, eV: -9.4

Each line ends with the Mulliken charge.
Geometry (Å):
H: 2.25 -0.58 -0.67  0.1728
N: 2.15 0.00 0.16  -0.4786
C: 1.27 0.89 -0.03  0.0670
C: 0.49 1.00 -1.35  -1.7432
C: -0.69 0.05 -1.25  1.0719
C: -0.54 -1.24 -1.68  -0.7082
C: -1.57 -2.13 -1.57  0.1006
P: -1.25 -3.82 -2.14  0.4571
O: 0.16 -4.18 -1.85  -0.6719
C: -2.78 -1.73 -1.02  -0.0664
B: -4.01 -2.73 -0.84  0.9181
N: -5.09 -2.84 -1.81  -0.5894
O: -3.98 -3.54 0.29  -0.6255
C: -2.89 -0.45 -0.61  -0.1035
C: -1.87 0.46 -0.71  -0.1726
C: -2.29 1.79 -0.13  0.3245
O: -1.66 2.83 -0.03  -0.5523
N: -3.60 1.56 0.33  -0.2100
C: -4.06 0.25 0.04  0.1537
O: -5.16 -0.16 0.30  -0.5587
H: 1.01 1.59 0.76  0.4443
H: 1.11 0.70 -2.19  0.5642
H: 0.14 2.03 -1.45  0.4135
H: 0.40 -1.55 -2.11  0.5385
H: -1.54 -3.94 -3.51  0.1117
H: -2.09 -4.70 -1.41  0.0139
H: -5.26 -3.82 -2.00  0.2388
H: -5.95 -2.49 -1.41  0.2665
H: -3.06 -3.80 0.41  0.3121
H: -4.21 2.30 -0.01  0.2860
C: 5.02 3.61 1.93  -0.5293
C: 4.16 2.62 1.50  -0.0830
C: 4.12 1.42 2.20  -0.2778
N: 4.88 1.17 3.27  -0.5418
C: 5.71 2.13 3.66  -0.2969
C: 5.82 3.36 3.04  -0.2695
H: 5.08 4.56 1.41  0.3678
H: 3.52 2.77 0.64  0.3369
H: 3.46 0.62 1.89  0.6006
H: 6.31 1.89 4.53  0.3564
H: 6.51 4.11 3.41  0.3620

C15H16Br2MoN3O4S6 | wB97M-V/def2-TZVPD

Values from the calculation:
Relative energy (zero: lowest compared OMol25 entry of this formula, charge and spin), kcal/mol: 0.0
Kohn-Sham gap (spin up / spin down), Ha: 0.191 / 0.190
Charge: +1
HOMO level (spin up / spin down), eV: -10.9 / -10.9

Each line ends with the Mulliken charge.
Geometry (Å):
Mo: -0.84 -1.16 -0.36  0.2614
Br: 0.20 -2.11 1.96  0.1251
C: -1.09 -3.18 3.00  -0.6771
Br: -1.59 -4.78 2.14  0.0192
H: -1.94 -2.53 3.16  0.3412
H: -0.55 -3.39 3.91  0.4492
O: 2.01 5.48 0.54  -0.6440
C: 2.31 4.34 0.24  -0.0645
O: 3.37 3.79 -0.16  -0.7245
C: 1.25 3.26 0.40  0.6295
C: 1.25 2.42 1.51  -0.5794
C: 0.56 1.23 1.46  -0.6917
N: -0.16 0.86 0.39  0.3886
C: -0.31 1.77 -0.60  0.3253
C: 0.36 2.96 -0.64  -0.4193
C: -1.24 1.35 -1.68  0.3001
O: -1.63 2.03 -2.57  -0.5063
O: -1.66 0.05 -1.52  -0.4977
H: 1.84 2.66 2.38  0.5463
H: 0.60 0.54 2.29  0.4845
H: 0.22 3.63 -1.48  0.5690
C: 4.02 0.61 0.57  -1.1572
N: 3.10 -0.39 -0.01  -0.0018
C: 2.40 -0.31 -1.13  0.5289
S: 1.19 -1.56 -1.50  -0.3554
N: 2.61 0.60 -2.06  -0.0395
C: 3.80 1.44 -2.27  -0.9166
H: 3.94 0.52 1.65  0.3285
H: 3.73 1.62 0.28  0.4592
H: 5.05 0.41 0.28  0.3996
H: 2.97 -1.25 0.50  0.2621
H: 1.93 0.59 -2.81  0.3055
H: 4.68 0.90 -1.96  0.3305
H: 3.71 2.39 -1.74  0.3304
H: 3.87 1.62 -3.34  0.3610
C: -4.00 0.22 0.41  -1.0759
S: -3.04 -1.23 0.94  0.1059
C: -3.85 -2.57 0.14  -0.0491
C: -3.19 -3.38 -0.70  0.4609
S: -1.52 -3.15 -1.23  -0.0009
S: -4.04 -4.79 -1.24  -0.0203
C: -5.53 -4.50 -0.36  0.1123
S: -6.81 -5.47 -0.41  -0.1335
S: -5.46 -3.03 0.61  -0.0401
H: -3.49 1.09 0.81  0.3542
H: -5.00 0.15 0.84  0.5131
H: -4.04 0.25 -0.68  0.3032

C15H16ClF3N2O2S2 | wB97M-V/def2-TZVPD

Values from the calculation:
Relative energy (zero: lowest compared OMol25 entry of this formula, charge and spin), kcal/mol: 0.0
SMILES: CCN(CC)S(=O)(=O)c1ccc(Cc2ncc(C(F)(F)F)cc2Cl)s1
Kohn-Sham gap, Ha: 0.332
Charge: 0
HOMO level, eV: -9.0

Each line ends with the Mulliken charge.
Geometry (Å):
C: -1.93 -2.35 0.64  -0.8821
C: -3.23 -1.79 1.23  -0.6833
N: -3.85 -0.78 0.41  0.0827
C: -4.54 -1.11 -0.82  -0.6216
C: -3.72 -0.82 -2.07  -0.9748
S: -3.66 0.79 0.85  1.2956
O: -4.45 1.60 -0.02  -0.6865
O: -3.83 0.90 2.27  -0.7185
C: -1.94 1.14 0.56  -0.2827
C: -0.98 1.28 1.52  -0.5140
C: 0.29 1.56 0.97  -0.1240
C: 0.28 1.64 -0.39  0.1772
C: 1.42 1.92 -1.32  -0.9497
C: 2.68 1.27 -0.83  0.2881
N: 2.89 0.03 -1.21  -0.5331
C: 3.96 -0.63 -0.79  -0.5092
C: 4.91 -0.05 0.04  0.1889
C: 6.13 -0.80 0.47  0.8180
F: 5.95 -2.13 0.48  -0.2656
F: 7.17 -0.57 -0.36  -0.2458
F: 6.55 -0.45 1.69  -0.2610
C: 4.72 1.27 0.45  -0.6340
C: 3.58 1.94 0.02  0.4762
Cl: 3.32 3.56 0.52  -0.1801
S: -1.31 1.36 -1.02  -0.2989
H: -1.22 -1.55 0.46  0.1475
H: -1.49 -3.05 1.34  0.4098
H: -2.12 -2.87 -0.29  0.2761
H: -3.04 -1.31 2.19  0.3618
H: -3.94 -2.61 1.39  0.3958
H: -5.45 -0.52 -0.85  0.3586
H: -4.80 -2.17 -0.77  0.4097
H: -2.75 -1.31 -2.04  0.2403
H: -4.26 -1.17 -2.95  0.4182
H: -3.57 0.25 -2.17  0.2729
H: -1.20 1.19 2.56  0.5241
H: 1.17 1.70 1.58  0.4492
H: 1.18 1.51 -2.30  0.4324
H: 1.57 3.00 -1.41  0.4189
H: 4.06 -1.64 -1.14  0.4275
H: 5.43 1.75 1.10  0.4955